[1]
Here is C4H7NO2 in the gas phase from the Open Molecules 2025 dataset. Energies are from ωB97M-V/def2-TZVPD.

Calculated values
SMILES   C[C@@H](C=O)C(N)=O
Relative energy (zero: lowest compared OMol25 entry of this formula, charge and spin)   0.632 eV
HOMO level   -0.3671 Ha
Charge   0
Electronic energy   -361.8576 hartree

Each line ends with the Löwdin charge.
Atoms and positions in Å:
1 C 1.310 0.478 -0.737  -0.04
2 C -0.118 0.179 -0.312  -0.29
3 C -0.950 -0.503 -1.374  -0.21
4 O -0.851 -0.247 -2.546  0.07
5 C -0.171 -0.628 0.966  -0.54
6 O 0.142 -1.804 1.036  0.07
7 N -0.625 0.158 1.972  0.18
8 H 1.871 -0.446 -0.890  0.09
9 H 1.278 1.043 -1.669  0.08
10 H 1.821 1.064 0.036  0.09
11 H -0.613 1.145 -0.126  0.14
12 H -1.679 -1.248 -0.991  0.14
13 H -0.837 1.109 1.725  0.09
14 H -0.731 -0.115 2.931  0.11


[2]
Here is 2 unconnected molecules or ions with the total composition C4H7NO2 at a distorted geometry from the Open Molecules 2025 dataset. Energies are from ωB97M-V/def2-TZVPD.

Calculated values
SMILES   CC(=O)O.C=C=N
Relative energy (zero: lowest compared OMol25 entry of this formula, charge and spin)   2.835 eV
HOMO level   -0.3202 Ha
Charge   0
Electronic energy   -361.7767 hartree

Each line ends with the Löwdin charge.
Atoms and positions in Å:
1 C 2.595 -0.156 0.122  -0.25
2 C -1.941 -0.159 0.085  0.00
3 C 1.583 -0.961 0.445  -0.01
4 C -0.825 0.800 0.217  -0.62
5 N 3.545 0.545 0.105  0.17
6 O -0.314 1.362 -0.924  0.08
7 O -0.560 1.303 1.247  0.11
8 H -2.010 -0.909 0.834  0.07
9 H -2.879 0.382 0.001  0.09
10 H -1.877 -0.824 -0.865  0.12
11 H 1.156 -1.018 1.403  0.05
12 H 1.180 -1.787 0.004  0.02
13 H 0.310 2.059 -0.889  0.09
14 H 3.636 1.492 -0.234  0.08


[3]
Here is a gas-phase ion, C4H7NO2S (charge -2) at a distorted geometry from the Open Molecules 2025 dataset. Energies are from ωB97M-V/def2-TZVPD.

Calculated values
SMILES   O=C[C@@H](C[S-])NC[O-]
Relative energy (zero: lowest compared OMol25 entry of this formula, charge and spin)   4.747 eV
HOMO level   0.0140 Ha
Charge   -2
Electronic energy   -759.8886 hartree

Each line ends with the Löwdin charge.
Atoms and positions in Å:
1 O 0.070 2.653 -0.636  -0.02
2 C -0.387 1.568 -0.384  -0.25
3 C 0.519 0.322 0.091  -0.43
4 C -0.090 -0.622 1.125  -0.78
5 S -0.742 0.013 2.720  -0.06
6 N 1.097 -0.490 -1.061  -0.06
7 C 0.058 -0.986 -2.208  -0.58
8 O 0.262 -2.227 -2.441  -0.32
9 H -1.470 1.495 -0.434  0.09
10 H 1.440 0.901 0.439  0.12
11 H 0.902 -1.205 1.543  0.07
12 H -1.082 -1.096 0.652  0.07
13 H 1.731 -1.122 -0.669  0.02
14 H 0.435 -0.115 -2.874  0.07
15 H -1.006 -0.737 -1.877  0.07


[4]
Here is C4H7NO2S3 in the gas phase at a distorted geometry from the Open Molecules 2025 dataset. Energies are from ωB97M-V/def2-TZVPD.

Calculated values
Relative energy (zero: lowest compared OMol25 entry of this formula, charge and spin)   3.285 eV
HOMO level (alpha / beta)   -0.2985 / -0.2981 Ha
Charge   0
Electronic energy   -1556.2606 hartree

Each line ends with the Löwdin charge.
Atoms and positions in Å:
1 C -0.421 0.934 0.538  -0.34
2 C -0.254 0.499 1.844  -0.46
3 C 0.814 -1.958 2.233  -0.84
4 C -0.588 0.037 -2.957  -0.14
5 N 0.328 0.798 -0.494  -0.10
6 O 0.888 2.141 -2.429  -0.34
7 O -1.512 2.098 -1.747  -0.32
8 S 0.751 -0.444 2.858  0.97
9 S 1.750 -3.136 3.159  0.71
10 S -0.281 1.414 -1.897  0.55
11 H -1.381 1.430 0.314  0.11
12 H -0.675 1.315 2.571  0.08
13 H 0.775 -2.153 1.107  0.08
14 H -0.859 0.644 -3.800  0.06
15 H 0.272 -0.580 -2.990  0.05
16 H -1.379 -0.634 -2.582  0.08
17 H 1.771 -2.406 4.272  -0.14


[5]
Here is a gas-phase ion, C4H7NO3 (charge -1) at a distorted geometry from the Open Molecules 2025 dataset. Energies are from ωB97M-V/def2-TZVPD.

Calculated values
Relative energy (zero: lowest compared OMol25 entry of this formula, charge and spin)   0.082 eV
<S²>   0.7679
2S+1   2
HOMO level (alpha / beta)   0.0036 / -0.1633 Ha
Charge   -1
Electronic energy   -437.0824 hartree

Each line ends with the Löwdin charge.
Atoms and positions in Å:
1 O -0.983 1.148 -1.311  -0.10
2 C -0.240 0.632 -0.432  -0.55
3 N 0.854 1.292 0.021  0.09
4 C 1.992 0.773 0.759  -0.43
5 O 3.014 1.496 0.906  -0.20
6 C -0.399 -0.789 0.036  -0.13
7 C -1.851 -1.239 -0.042  -0.27
8 O -1.889 -2.669 -0.025  -0.09
9 H 0.955 2.234 -0.282  0.12
10 H 1.843 -0.167 1.296  0.06
11 H -0.056 -0.921 1.062  0.09
12 H 0.198 -1.428 -0.630  0.12
13 H -2.479 -0.761 0.713  0.12
14 H -2.217 -0.897 -1.022  0.11
15 H -2.747 -2.972 0.274  0.06


[6]
Here is a gas-phase ion, C4H7NO3 (charge -2) at a distorted geometry from the Open Molecules 2025 dataset. Energies are from ωB97M-V/def2-TZVPD.

Calculated values
SMILES   O=C([O-])NCCC[O-]
Relative energy (zero: lowest compared OMol25 entry of this formula, charge and spin)   1.372 eV
HOMO level   0.0144 Ha
Charge   -2
Electronic energy   -437.0072 hartree

Each line ends with the Löwdin charge.
Atoms and positions in Å:
1 C 0.253 0.305 0.408  -0.28
2 C 0.011 -0.476 -0.859  -0.23
3 C 0.790 -0.317 -2.231  -0.59
4 O 0.388 -1.266 -3.093  -0.43
5 N -0.426 -0.413 1.549  0.00
6 C -0.730 0.617 2.557  -0.82
7 O -1.802 0.531 3.233  -0.16
8 O 0.130 1.503 2.787  -0.12
9 H -0.195 1.470 0.340  0.14
10 H 1.167 0.682 0.674  0.05
11 H -1.042 -0.377 -1.083  0.08
12 H 0.338 -1.591 -0.680  0.12
13 H 0.560 0.723 -2.653  0.07
14 H 1.849 -0.406 -2.127  0.05
15 H -1.294 -0.984 1.178  0.13